# 1
{
  "formula": "C8H9NO3",
  "method": "wB97M-V/def2-TZVPD",
  "fmax_ha_per_bohr": 0.1031,
  "de_lowest_kcal_mol": 183.5,
  "energy_ha": -590.446449,
  "smiles": "C=C/C=C(\\C(=O)CC)c1noo1",
  "homo_lumo_gap_ev": [7.85, 7.85],
  "molar_mass_g_mol": 167.16,
  "symbols": ["C", "C", "C", "C", "C", "O", "C", "C", "C", "N", "O", "O", "H", "H", "H", "H", "H", "H", "H", "H", "H"],
  "positions_angstrom": [[2.3338, -2.6530, 1.8030], [1.5452, -1.5959, 1.3821], [1.2022, -1.2231, 0.0401], [0.2965, -0.3035, -0.3546], [-0.2109, 0.9699, 0.3090], [0.2735, 1.1655, 1.4008], [-1.4467, 1.5655, -0.2451], [-1.7192, 2.9726, 0.2827], [-0.0426, -0.5560, -1.7168], [-1.0062, -0.3708, -2.5910], [-0.6483, -1.4522, -3.3672], [0.4465, -1.8431, -2.5325], [2.4688, -2.7046, 2.8393], [2.7704, -3.5100, 1.2900], [1.2588, -0.8519, 2.1171], [1.4140, -1.9065, -0.7030], [-2.2317, 0.9299, 0.1449], [-1.4137, 1.3878, -1.3368], [-0.7304, 3.5418, 0.2308], [-1.9798, 2.9948, 1.3114], [-2.5804, 3.4428, -0.3042]],
  "forces_ev_per_angstrom": [[-1.79, 1.57, -1.42], [2.30, -0.71, 0.98], [-1.31, 0.15, 1.87], [0.91, 1.05, -1.21], [0.31, -2.96, 1.56], [-0.06, 1.32, -0.05], [0.07, 0.51, -0.20], [0.76, 1.16, -2.01], [-1.03, -3.39, -3.94], [1.38, -0.31, 0.90], [-0.42, 0.53, -0.35], [-0.82, 3.12, 2.32], [0.26, -0.07, 1.46], [-0.29, 0.57, -0.61], [-0.06, -0.33, 0.22], [0.88, -1.52, -1.31], [-0.28, -0.58, -0.09], [-0.39, 0.79, 0.49], [-1.58, -0.23, -0.26], [-0.31, -0.33, 0.92], [1.47, -0.36, 0.73]]
}



# 2
{
  "formula": "C19H34ClN2O4SY",
  "method": "wB97M-V/def2-TZVPD",
  "charge": 2,
  "fmax_ha_per_bohr": 0.0127,
  "de_lowest_kcal_mol": 0.4,
  "energy_ha": -2050.879101,
  "homo_lumo_gap_ev": 8.53,
  "molar_mass_g_mol": 510.92,
  "symbols": ["Y", "C", "C", "C", "C", "C", "C", "C", "C", "C", "C", "H", "H", "H", "H", "H", "H", "H", "H", "H", "H", "H", "H", "H", "H", "C", "C", "C", "C", "N", "C", "S", "N", "C", "C", "C", "C", "H", "H", "H", "H", "H", "H", "H", "H", "H", "H", "H", "H", "H", "H", "H", "H", "H", "H", "H", "H", "O", "Cl", "O", "O", "O"],
  "positions_angstrom": [[0.3164, 0.2201, -0.8947], [2.8551, 0.7534, 3.7406], [1.5504, 0.6542, 2.9329], [0.4571, 1.5216, 3.5479], [1.8589, 0.9969, 1.4938], [2.5723, 0.0724, 0.7045], [2.9616, 0.3744, -0.6069], [2.5995, 1.5999, -1.2006], [2.8223, 1.8315, -2.6727], [1.9099, 2.5297, -0.3981], [1.5428, 2.2285, 0.9132], [2.6669, 0.4691, 4.7744], [3.2310, 1.7778, 3.7333], [3.6323, 0.1006, 3.3430], [1.2217, -0.3907, 2.9489], [0.7849, 2.5563, 3.6610], [0.2190, 1.1555, 4.5447], [-0.4619, 1.5075, 2.9572], [2.8441, -0.8907, 1.1227], [3.4576, -0.3829, -1.2072], [2.0647, 1.3131, -3.2794], [3.7912, 1.4549, -2.9967], [2.7518, 2.8873, -2.9255], [1.6322, 3.4874, -0.8195], [1.0161, 2.9750, 1.4928], [-2.4706, -5.5738, -2.8237], [-1.4288, -5.1794, -3.8697], [-0.4581, -4.0713, -3.4584], [-1.0430, -2.6651, -3.3889], [-2.0596, -2.4720, -2.3463], [-1.8627, -2.4266, -1.0358], [-0.2512, -2.2696, -0.3600], [-2.8967, -2.5064, -0.2173], [-2.8589, -2.5313, 1.2531], [-2.6256, -3.9323, 1.8110], [-3.6265, -4.9744, 1.3120], [-5.0817, -4.6230, 1.6008], [-2.9337, -6.5221, -3.0919], [-3.2855, -4.8518, -2.7345], [-2.0099, -5.6984, -1.8403], [-1.9187, -4.9144, -4.8105], [-0.8231, -6.0594, -4.0905], [0.3494, -4.0270, -4.1934], [0.0072, -4.3197, -2.5002], [-1.5302, -2.4028, -4.3286], [-0.2569, -1.9172, -3.2486], [-3.0108, -2.6364, -2.6459], [-3.7960, -2.7211, -0.6297], [-3.8175, -2.1387, 1.5881], [-2.0895, -1.8369, 1.5836], [-2.6868, -3.8569, 2.8994], [-1.6068, -4.2500, 1.5745], [-3.3858, -5.9264, 1.7873], [-3.4857, -5.1403, 0.2390], [-5.2383, -4.4334, 2.6638], [-5.7419, -5.4379, 1.3094], [-5.4156, -3.7329, 1.0592], [-3.2093, 2.1838, -1.4748], [-1.8970, 1.7849, -1.2858], [-1.4346, 0.8059, -2.3230], [-0.9047, 2.8090, -1.2615], [-1.6995, 1.0028, -0.0305]],
  "forces_ev_per_angstrom": [[-0.41, 0.31, 0.40], [-0.03, 0.02, -0.04], [-0.06, 0.03, 0.05], [0.01, -0.03, -0.04], [0.10, -0.37, 0.01], [0.17, 0.00, -0.22], [-0.39, -0.08, 0.05], [-0.12, -0.03, 0.10], [0.06, 0.12, 0.00], [0.20, -0.24, -0.34], [-0.02, 0.05, -0.06], [0.01, -0.01, 0.01], [0.00, 0.00, 0.01], [0.01, -0.01, 0.02], [0.02, -0.01, 0.00], [-0.01, 0.01, 0.00], [-0.01, -0.01, 0.00], [-0.01, 0.02, 0.01], [-0.01, 0.02, 0.06], [0.19, 0.07, 0.08], [0.03, 0.03, -0.01], [0.01, -0.01, 0.03], [0.01, 0.00, 0.01], [-0.01, 0.00, -0.01], [-0.08, -0.02, -0.03], [0.04, 0.02, -0.02], [0.01, -0.02, 0.02], [0.01, 0.06, -0.01], [-0.03, 0.09, -0.10], [0.01, -0.13, -0.01], [-0.17, 0.12, 0.12], [0.31, 0.04, -0.07], [0.08, -0.06, -0.05], [-0.03, -0.02, 0.11], [0.00, 0.01, -0.05], [0.00, -0.01, 0.03], [0.01, 0.02, -0.01], [-0.01, 0.00, 0.02], [-0.01, 0.03, 0.01], [-0.02, -0.01, 0.02], [0.00, 0.02, 0.00], [-0.01, 0.00, -0.01], [0.02, 0.01, 0.01], [0.00, 0.00, 0.01], [-0.03, -0.04, 0.01], [0.04, -0.08, 0.05], [-0.02, 0.03, -0.01], [0.01, 0.01, -0.02], [0.00, 0.03, -0.04], [0.00, 0.00, 0.01], [0.01, 0.02, 0.01], [0.00, 0.00, 0.00], [0.01, 0.01, -0.01], [0.00, -0.01, -0.02], [0.00, 0.00, 0.01], [-0.01, 0.00, 0.00], [-0.02, -0.01, 0.00], [-0.25, 0.10, -0.02], [-0.04, -0.27, -0.13], [0.18, -0.09, 0.04], [0.09, 0.42, -0.07], [0.14, -0.09, 0.12]]
}